# 1
The following is a DFT calculation (ωB97M-V with the def2-TZVPD basis set) of a molecular structure, C33H38BCaCl2F2N3Na2O15.

The geometry in ORCA input format:
```
! wB97M-V def2-TZVPD RIJCOSX def2/J DEFGRID3
* xyz 0 1
C 0.490 4.919 -1.808
C 0.193 4.057 -3.058
O 1.014 3.989 -3.912
O -1.048 3.374 -3.153
C -1.043 2.224 -2.249
O -0.974 2.443 -1.092
C -1.149 0.890 -2.913
C -0.816 -0.160 -1.885
C -1.841 -0.688 -1.139
C -1.576 -1.629 -0.163
C -0.251 -2.068 0.141
C 0.841 -1.508 -0.647
C 0.479 -0.568 -1.633
C 1.608 0.031 -2.409
O 1.575 0.249 -3.602
C 2.803 0.333 -1.599
C 3.501 1.501 -1.799
C 4.606 1.790 -1.011
C 5.284 3.117 -1.274
C 5.890 3.127 -2.671
O 6.946 2.600 -2.879
N 5.135 3.797 -3.704
C 6.009 4.847 -4.270
C 4.775 2.871 -4.783
C 5.020 0.871 -0.038
B 6.277 1.211 0.877
O 6.093 1.253 2.249
O 7.513 1.480 0.351
C 4.317 -0.330 0.163
C 4.722 -1.344 1.188
C 3.188 -0.576 -0.629
C 2.358 -1.786 -0.477
O 2.852 -2.880 -0.259
H -0.377 5.451 -1.382
H 1.233 5.676 -2.032
H 0.830 4.208 -1.055
H -2.171 0.813 -3.293
H -0.466 0.891 -3.757
H -2.846 -0.332 -1.331
H -2.428 -2.003 0.427
H -0.099 -2.776 0.958
H 3.142 2.190 -2.553
H 6.007 3.407 -0.520
H 4.498 3.873 -1.265
H 6.798 4.413 -4.889
H 5.398 5.491 -4.899
H 6.430 5.435 -3.459
H 5.615 2.259 -5.123
H 4.414 3.452 -5.629
H 3.959 2.208 -4.504
H 5.325 1.807 2.434
H 7.813 2.332 0.685
H 5.122 -2.221 0.681
H 5.452 -0.971 1.896
H 3.857 -1.692 1.757
Ca -1.905 5.590 -3.179
Cl -1.956 -2.126 2.466
N -3.658 -4.523 -1.031
C -4.033 -5.834 -1.171
C -4.320 -6.051 -2.491
C -4.109 -4.827 -3.186
C -3.700 -3.897 -2.270
H -3.401 -4.080 -0.150
H -4.065 -6.492 -0.320
H -4.647 -6.984 -2.916
H -4.245 -4.651 -4.240
H -3.436 -2.849 -2.381
C -7.270 -3.230 0.376
C -5.954 -2.791 0.821
N -4.918 -2.444 1.169
H -7.727 -3.860 1.137
H -7.906 -2.364 0.202
H -7.178 -3.796 -0.550
O -6.235 3.346 -1.653
Cl -5.786 2.987 -2.965
O -4.792 3.970 -3.409
O -6.872 2.986 -3.898
O -5.137 1.694 -2.942
Na -1.622 -3.806 -1.380
F 1.147 -1.698 2.067
C -4.027 -1.401 5.860
C -2.633 -1.980 5.927
O -1.807 -1.259 6.867
C -2.000 -1.542 8.139
O -2.771 -2.347 8.601
O -1.178 -0.770 8.871
C -1.334 -0.924 10.277
H -3.975 -0.335 5.636
H -4.599 -1.899 5.077
H -4.554 -1.521 6.808
H -2.161 -1.877 4.955
H -2.647 -3.040 6.186
H -1.257 -1.969 10.570
H -2.293 -0.518 10.600
H -0.530 -0.359 10.741
Na 1.174 -4.046 0.370
F -1.979 0.174 3.353
*
```

Results
Molar mass = 922.445 g/mol

Here are the Löwdin charges for atoms 1 to 4, given in e: number 1, C, carries -0.026; number 2, C, carries -0.592; number 3, O, carries 0.174; number 4, O, carries -0.141

---

# 2
The following is a DFT calculation (ωB97M-V with the def2-TZVPD basis set) of a molecular structure, CH2N2OP4.

The geometry in ORCA input format:
```
! wB97M-V def2-TZVPD RIJCOSX def2/J DEFGRID3
* xyz 0 1
C -0.982 -0.326 -1.059
N 1.633 -0.756 -1.398
N 0.119 -0.038 0.615
O -0.840 1.602 2.694
P 1.603 -0.848 0.215
P 1.279 1.205 0.735
P 0.105 0.480 2.412
P 0.376 -0.479 -2.280
H -1.759 0.381 -1.291
H -1.535 -1.222 -0.643
*
```

Results
Molar mass = 181.936 g/mol

Here are the natural (NBO) charges for atoms 1 to 4, given in e: number 1, C, carries -0.568; number 2, N, carries -1.210; number 3, N, carries -1.127; number 4, O, carries -1.062

---

# 3
The following is a DFT calculation (ωB97M-V with the def2-TZVPD basis set) of a single C7H8O2 molecule.

The geometry in ORCA input format:
```
! wB97M-V def2-TZVPD RIJCOSX def2/J DEFGRID3
* xyz 0 1
C 2.531 -1.442 0.230
C 1.677 -0.724 0.855
C 0.402 -0.223 0.099
C -0.200 -1.020 -0.991
C -1.399 -0.297 -0.357
C -1.284 1.058 -0.816
C 0.101 1.315 -0.175
H 2.258 -1.614 -0.865
H 3.539 -1.495 0.392
H 1.893 -0.342 1.837
H -0.251 -2.100 -0.629
H 0.338 -1.092 -1.969
H -2.455 -0.547 -0.443
H -1.741 1.383 -1.728
H 0.900 2.061 -0.376
O -0.739 -0.437 0.952
O -1.192 1.904 0.387
*
```

Results
Molar mass = 124.139 g/mol

Here are the natural (NBO) charges for atoms 1 to 4, given in e: number 1, C, carries -0.378; number 2, C, carries -0.163; number 3, C, carries 0.172; number 4, C, carries -0.456

---

# 4
The following is a DFT calculation (ωB97M-V with the def2-TZVPD basis set) of 2 unconnected molecules or ions with the total composition C7H9NO2.

The geometry in ORCA input format:
```
! wB97M-V def2-TZVPD RIJCOSX def2/J DEFGRID3
* xyz 0 1
C -0.231 -0.285 2.303
C 0.699 -1.216 2.643
C 1.554 -1.500 1.565
C 1.780 -0.594 0.514
C 0.851 0.435 0.439
C -1.063 1.195 -2.446
C -1.411 -0.112 -1.769
H -1.085 -0.032 2.919
H 0.657 -1.946 3.588
H 2.217 -2.273 1.865
H 2.497 -0.733 -0.367
H 0.745 1.160 -0.425
H -0.761 2.884 -2.184
H -1.446 -0.905 -2.488
H -0.657 -0.335 -1.019
H -2.430 0.082 -1.290
N -0.133 0.615 1.350
O -1.042 1.437 -3.655
O -0.742 2.122 -1.544
*
```

Results
SMILES string = c1ccncc1.CC(=O)O
Molar mass = 139.154 g/mol

Here are the natural (NBO) charges for atoms 1 to 4, given in e: number 1, C, carries 0.027; number 2, C, carries -0.252; number 3, C, carries -0.170; number 4, C, carries -0.282

---

# 5
The following is a DFT calculation (ωB97M-V with the def2-TZVPD basis set) of 40 unconnected molecules or ions with the total composition H80O40.

The geometry in ORCA input format:
```
! wB97M-V def2-TZVPD RIJCOSX def2/J DEFGRID3
* xyz 0 1
H -1.390 1.980 -0.536
H -1.272 0.389 -0.639
O -0.846 1.222 -0.768
H 0.545 -1.960 -3.512
H 1.830 -2.413 -4.075
O 0.905 -2.248 -4.363
H 3.133 -2.788 0.094
H 2.562 -2.864 1.483
O 3.244 -3.257 0.919
H -2.570 5.135 2.082
H -2.382 3.498 1.887
O -2.035 4.378 1.886
H -0.112 -0.144 -6.123
H 0.487 -1.513 -6.269
O 0.384 -0.686 -6.736
H 5.879 -1.463 -1.995
O 4.989 -1.230 -1.766
H 4.294 4.564 1.048
O 3.951 5.075 1.782
H 2.212 -1.912 3.849
H 3.410 -2.335 4.808
O 3.130 -1.716 4.133
H -1.569 -3.291 -1.989
H -3.150 -3.120 -1.549
O -2.240 -3.282 -1.314
H 2.087 2.145 -3.550
H 1.897 0.596 -4.296
O 1.599 1.337 -3.687
H -1.633 4.370 -1.246
H -2.468 4.329 0.104
O -2.451 4.640 -0.812
H 2.832 -2.780 -2.561
O 3.537 -3.135 -3.131
H -2.565 -0.049 0.823
H -3.265 0.209 2.204
O -2.412 0.317 1.698
H -0.897 3.138 4.617
H 0.489 2.453 4.865
O 0.032 3.058 4.282
H 4.837 0.134 -4.839
H 5.580 -0.044 -3.455
O 4.849 0.342 -3.907
H 3.528 2.960 -2.425
H 4.831 3.220 -2.919
O 3.931 3.115 -3.281
H -1.373 -0.757 5.005
H -0.723 -0.184 3.825
O -1.403 -0.844 3.972
H 2.079 3.148 -0.291
H 2.359 4.596 -0.502
O 2.839 3.784 -0.345
H -4.898 0.284 -2.326
O -5.417 -0.523 -2.406
H -0.586 -1.917 -0.288
H 0.074 -0.582 -0.338
O 0.173 -1.450 0.092
H -0.138 -2.113 4.272
O 0.607 -2.646 3.932
H -3.858 -0.677 5.736
H -3.186 -0.540 4.137
O -3.851 -0.644 4.803
H -4.708 1.795 -0.514
H -5.790 1.900 -1.439
O -5.518 1.303 -0.739
H 0.338 -4.336 0.336
H 1.825 -4.861 0.426
O 0.975 -4.989 0.052
H 0.649 3.943 1.430
H 0.207 2.602 2.237
O 0.399 3.005 1.375
H 3.035 -0.097 0.574
H 4.418 -0.444 1.219
O 3.992 -0.071 0.471
H -0.787 -5.594 1.484
H 0.292 -6.563 2.104
O -0.261 -5.797 2.294
H -1.193 -1.378 -4.595
H -1.474 -1.563 -3.116
O -1.548 -0.848 -3.869
H -2.594 -2.396 3.102
H -3.630 -2.386 2.013
O -3.497 -2.701 2.951
H -0.224 2.241 -1.952
H 0.347 2.463 -3.285
O -0.241 2.898 -2.655
H -2.544 0.078 -1.541
H -3.941 -0.513 -1.265
O -3.126 -0.214 -0.855
H -2.226 0.625 -4.811
O -2.448 1.521 -5.041
H -5.178 -0.096 3.208
H -5.491 0.597 1.890
O -4.822 0.008 2.311
H -6.182 -0.507 -1.802
H 4.559 -0.592 -1.213
H 0.183 -2.712 3.027
H 4.494 4.677 2.469
H 4.184 -2.469 -2.825
H -1.982 2.058 -4.365
O 1.882 0.815 5.267
H 2.240 1.694 5.252
H 2.430 0.013 5.036
O -3.672 2.760 -2.504
H -3.449 3.682 -2.341
H -4.618 2.932 -2.700
O -1.915 -2.013 6.216
H -2.840 -2.122 5.926
H -1.375 -2.545 5.648
O -0.303 5.229 -1.981
H -0.329 4.736 -2.809
H 0.391 4.830 -1.450
O 5.158 -2.167 2.335
H 5.565 -2.892 1.799
H 4.246 -2.402 2.441
O 0.243 -4.620 -2.924
H 0.037 -5.339 -3.532
H 0.844 -5.024 -2.306
O 1.571 0.691 0.883
H 2.189 1.395 1.143
H 0.789 0.446 1.407
*
```

Results
Molar mass = 720.600 g/mol

Here are the Löwdin charges for atoms 1 to 4, given in e: number 1, H, carries 0.066; number 2, H, carries -0.010; number 3, O, carries -0.026; number 4, H, carries 0.021

---

# 6
The following is a DFT calculation (ωB97M-V with the def2-TZVPD basis set) of a molecular structure, C29H40Cl2NOP3Ru.

The geometry in ORCA input format:
```
! wB97M-V def2-TZVPD RIJCOSX def2/J DEFGRID3
* xyz 2 5
P 4.025 -4.943 0.350
C 3.703 -6.466 1.313
C 3.754 -7.763 0.773
H 3.963 -7.910 -0.287
C 3.546 -8.869 1.600
H 3.614 -9.874 1.176
C 3.252 -8.696 2.955
H 3.087 -9.564 3.597
C 3.162 -7.401 3.490
H 2.933 -7.260 4.548
C 3.372 -6.292 2.674
H 3.294 -5.280 3.081
C 4.076 -5.573 -1.368
C 2.839 -5.709 -2.034
H 1.918 -5.417 -1.523
C 2.795 -6.235 -3.324
H 1.834 -6.364 -3.825
C 3.982 -6.607 -3.974
H 3.944 -7.018 -4.985
C 5.209 -6.444 -3.326
H 6.138 -6.727 -3.828
C 5.263 -5.919 -2.034
H 6.227 -5.782 -1.544
C 5.792 -4.621 0.708
C 6.633 -5.539 1.359
H 6.237 -6.491 1.716
C 7.984 -5.238 1.545
H 8.634 -5.967 2.034
C 8.503 -4.015 1.110
H 9.559 -3.782 1.256
C 7.659 -3.081 0.488
H 8.061 -2.127 0.142
C 6.308 -3.369 0.309
H 5.644 -2.627 -0.145
Ru 0.029 -0.200 0.041
C 0.653 0.505 -1.813
C 1.526 -0.181 -2.581
H 0.263 1.479 -2.156
C 2.111 -1.462 -2.005
O 3.518 -1.226 -1.759
H 3.933 -2.033 -1.389
C 1.402 -1.695 -0.743
H 1.981 -2.330 -2.674
C 1.174 -1.840 0.497
Cl -1.355 1.799 -0.085
Cl -0.989 -0.793 2.163
P -1.798 -1.281 -0.746
C -3.442 -0.727 -0.176
H -3.617 0.293 -0.534
H -3.455 -0.731 0.919
H -4.202 -1.412 -0.571
C -1.989 -1.292 -2.549
H -1.080 -1.685 -3.015
H -2.157 -0.267 -2.896
H -2.844 -1.924 -2.817
C -1.743 -3.042 -0.301
H -1.680 -3.118 0.790
H -0.858 -3.503 -0.749
H -2.649 -3.531 -0.672
P 2.136 0.434 -4.172
C 1.030 1.671 -4.826
C 2.198 -1.004 -5.245
H 1.009 2.549 -4.166
H 0.013 1.267 -4.924
H 1.400 1.967 -5.818
H 2.848 -1.771 -4.803
H 2.597 -0.697 -6.220
H 1.186 -1.411 -5.371
C 3.787 1.084 -3.943
H 3.736 1.988 -3.324
H 4.211 1.330 -4.926
H 4.398 0.331 -3.431
H 1.342 -2.439 1.379
N 1.292 1.027 1.304
H 2.174 1.280 0.854
H 1.475 0.542 2.188
H 0.754 1.869 1.497
*
```

Results
Molar mass = 683.543 g/mol

Here are the Löwdin charges for atoms 1 to 4, given in e: number 1, P, carries 1.234; number 2, C, carries -0.371; number 3, C, carries -0.060; number 4, H, carries 0.112

---

# 7
The following is a DFT calculation (ωB97M-V with the def2-TZVPD basis set) of a single C21H26ClN3O2S molecule.

The geometry in ORCA input format:
```
! wB97M-V def2-TZVPD RIJCOSX def2/J DEFGRID3
* xyz 0 1
C -0.388 2.799 5.390
H -0.974 3.704 5.241
H 0.665 3.049 5.285
H -0.556 2.445 6.403
C -0.796 1.710 4.391
N -0.756 2.082 2.988
C -1.880 2.909 2.577
H -1.565 3.585 1.779
C -2.993 2.001 2.035
N -2.452 1.197 0.967
C -3.018 1.093 -0.249
O -4.117 1.540 -0.520
C -2.196 0.345 -1.256
C -0.816 0.483 -1.309
C -0.077 -0.181 -2.284
C -0.755 -1.012 -3.187
C -2.133 -1.133 -3.146
C -2.857 -0.448 -2.188
H -3.932 -0.518 -2.150
H -2.628 -1.764 -3.868
S 0.157 -1.892 -4.451
C 0.797 -3.282 -3.551
C 1.656 -4.135 -4.237
C 2.186 -5.242 -3.606
C 1.858 -5.495 -2.282
C 1.002 -4.651 -1.593
C 0.468 -3.544 -2.228
H -0.206 -2.895 -1.690
H 0.748 -4.858 -0.565
Cl 2.523 -6.877 -1.485
H 2.850 -5.906 -4.136
H 1.899 -3.926 -5.267
N 1.302 -0.064 -2.402
C 2.178 0.660 -1.643
O 1.867 1.314 -0.676
C 3.598 0.540 -2.152
H 3.910 -0.502 -2.152
H 4.259 1.114 -1.509
H 3.664 0.926 -3.167
H 1.680 -0.565 -3.201
H -0.292 1.129 -0.623
H -1.527 0.836 1.152
H -3.825 2.582 1.632
H -3.367 1.350 2.833
H -2.279 3.520 3.396
C 0.538 2.528 2.496
C 1.610 1.455 2.648
H 1.228 0.497 2.302
H 1.938 1.352 3.679
H 2.466 1.719 2.034
H 0.876 3.459 2.981
H 0.424 2.737 1.429
H -0.147 0.841 4.526
H -1.818 1.391 4.608
*
```

Results
SMILES string = CCN(CC)CCNC(=O)c1ccc(Sc2ccc(Cl)cc2)c(NC(C)=O)c1
Molar mass = 419.978 g/mol

Here are the natural (NBO) charges for atoms 1 to 4, given in e: number 1, C, carries -0.637; number 2, H, carries 0.203; number 3, H, carries 0.204; number 4, H, carries 0.215

---

# 8
The following is a DFT calculation (ωB97M-V with the def2-TZVPD basis set) of a single C11H15NS molecule.

The geometry in ORCA input format:
```
! wB97M-V def2-TZVPD RIJCOSX def2/J DEFGRID3
* xyz 0 1
C -1.672 -1.437 -2.764
C -0.941 -0.648 -3.639
C -1.799 -1.030 -1.420
C -0.170 0.435 -3.152
C -1.194 0.143 -1.005
C -0.181 0.777 -1.784
C -0.427 1.098 1.089
C 0.271 -0.340 2.971
C 1.929 1.089 1.865
C 1.186 -0.898 0.562
C 0.690 0.244 1.561
N -1.388 0.626 0.274
S 0.782 1.984 -1.171
H -2.138 -2.282 -2.961
H -0.951 -1.006 -4.743
H -2.447 -1.681 -0.802
H 0.414 0.811 -3.938
H -0.506 1.897 1.804
H -0.324 -1.221 2.746
H -0.463 0.393 3.285
H 1.211 -0.550 3.505
H 2.810 0.619 2.433
H 2.252 1.495 1.031
H 1.632 2.039 2.564
H 1.568 -1.589 1.225
H 1.933 -0.313 -0.051
H 0.283 -1.222 0.015
H -2.360 0.569 0.501
*
```

Results
Molar mass = 193.315 g/mol

Here are the natural (NBO) charges for atoms 1 to 4, given in e: number 1, C, carries -0.243; number 2, C, carries -0.188; number 3, C, carries -0.223; number 4, C, carries -0.233

---

Going through the records in order, we get E_tot values of -128433.3185, -43248.9896, -11477.6716, -12988.8921, -83195.7901, -89735.9293, -54123.5555, -23972.1222 eV.
Going through the records in order, we get max |F| values of 2.21, 5.66, 5.69, 3.44, 3.92, 3.34, 0.69, 6.16 eV/Å.